(1)
Here is a structure of composition C28H49BrCoNO3P3 in a non-equilibrium geometry from the Open Molecules 2025 dataset. Energies are from ωB97M-V/def2-TZVPD.

Structure (XYZ):
```
86
C28H49BrCoNO3P3 | the Open Molecules 2025 dataset | ωB97M-V/def2-TZVPD
Br 1.09 3.31 -3.58
Co 0.66 -0.03 -0.30
P -0.28 -1.79 -0.60
P 2.48 0.48 -1.27
P 0.84 0.21 1.83
O 1.32 1.77 2.07
O 2.12 -0.52 2.56
O -0.35 0.13 2.97
N -5.58 -1.07 3.48
C 3.18 0.45 -4.07
C 3.96 -0.56 -1.02
C 0.40 -3.36 0.14
C -0.46 2.79 -2.53
C -2.07 -1.91 -0.12
C -0.36 -2.38 -2.37
C -2.73 1.98 -2.47
C 1.87 -3.64 -0.18
C 5.29 0.06 -1.45
C -1.41 -1.66 -3.20
C -2.86 2.41 -1.13
C -3.95 1.92 -0.31
C 2.21 -1.87 3.04
C -0.53 -0.78 4.08
C -1.81 3.19 -0.58
C -3.77 1.89 1.05
C -2.34 -2.22 1.34
C 2.81 2.17 -0.61
C -0.61 3.37 -1.27
C 2.06 0.28 -3.05
C -4.60 -0.31 3.99
C -1.54 2.16 -3.18
C -4.42 0.94 1.92
C -3.99 0.71 3.25
C -6.00 -0.88 2.24
C 3.71 3.05 -1.46
C 1.65 2.24 3.39
C -5.47 0.13 1.41
H 3.21 3.29 -2.40
H 0.29 -0.72 4.82
H -1.99 -1.41 1.99
H 5.29 0.37 -2.50
H 2.28 -1.82 4.14
H 4.68 2.59 -1.65
H 2.55 -2.95 0.34
H -1.35 -0.56 -3.10
H 0.22 -3.29 1.22
H -1.25 -1.90 -4.26
H -4.30 -0.49 5.03
H -5.88 0.28 0.42
H 3.96 -0.82 0.05
H 3.23 2.06 0.41
H -3.42 -2.33 1.50
H 0.75 2.63 3.88
H -4.67 1.27 -0.80
H 2.12 -4.66 0.15
H 3.14 -2.30 2.62
H -2.51 -0.95 -0.40
H -0.66 -1.82 3.75
H 6.07 -0.70 -1.34
H -1.47 -0.45 4.54
H 2.08 -3.58 -1.26
H -1.85 -3.15 1.67
H 3.87 3.99 -0.92
H -0.57 -3.46 -2.30
H 0.22 3.95 -0.86
H -3.57 1.47 -2.96
H -6.81 -1.51 1.86
H -2.52 -2.67 -0.77
H 3.81 -0.44 -4.14
H -1.42 1.84 -4.22
H 5.57 0.92 -0.82
H -3.20 1.31 3.71
H 3.77 -1.49 -1.58
H 2.11 1.46 4.01
H 1.56 -0.69 -3.19
H -1.90 3.62 0.41
H -3.22 2.70 1.55
H 1.83 2.66 -0.46
H -2.43 -1.98 -2.93
H 2.71 0.60 -5.05
H 3.81 1.33 -3.87
H 1.28 1.04 -3.25
H -0.25 -4.15 -0.26
H 2.36 3.06 3.26
H 1.36 -2.53 2.78
H 0.65 -2.27 -2.78
```

frontier orbital gap (spin up / spin down): 7.67 / 3.05 eV
DFT total energy: -172983.4087 eV
HOMO (spin up / spin down): -0.51576 / -0.46587 Ha
lowest unoccupied orbital energy (spin up / spin down): -0.2338 / -0.3537 Eh
charge: +2
multiplicity: 4
expectation value of S²: 3.795

Here are the Löwdin charges for atoms 1 to 6, given in e: Br 0.95; Co 0.10; P 0.83; P 0.90; P 0.76; O -0.35

(2)
Here is a cluster of 2 separate species, C4H12O in total in a non-equilibrium geometry from the Open Molecules 2025 dataset. Energies are from ωB97M-V/def2-TZVPD.

Structure (XYZ):
```
17
C4H12O | the Open Molecules 2025 dataset | ωB97M-V/def2-TZVPD
O -0.06 -2.86 1.24
C 0.69 1.62 -1.31
C 0.24 0.81 1.16
C 0.33 0.46 -0.36
C -0.93 -0.26 -0.74
H 1.70 2.07 -1.26
H 1.20 1.28 1.40
H -0.57 1.53 1.36
H -0.66 -2.88 2.02
H -0.05 2.39 -1.04
H 0.10 -0.06 1.82
H -1.87 0.32 -0.69
H -0.03 -3.79 0.92
H -1.02 -1.13 -0.06
H 1.24 -0.17 -0.35
H -0.80 -0.63 -1.77
H 0.50 1.30 -2.35
```

frontier orbital gap: 11.09 eV
DFT total energy: -6389.8477 eV
SMILES string: CC(C)C.O
HOMO: -0.38095 Ha
lowest unoccupied orbital energy: 0.0266 Eh
multiplicity: 1

Here are the natural (NBO) charges for atoms 1 to 6, given in e: O -0.94; C -0.61; C -0.60; C -0.21; C -0.62; H 0.21

(3)
Here is a structure of composition C48H37GeIN2O3PS5W in a non-equilibrium geometry from the Open Molecules 2025 dataset. Energies are from ωB97M-V/def2-TZVPD.

Structure (XYZ):
```
99
C48H37GeIN2O3PS5W | the Open Molecules 2025 dataset | ωB97M-V/def2-TZVPD
W 0.04 0.71 -0.08
I 1.12 1.81 2.20
Ge -0.88 -3.04 -0.56
S -1.30 0.47 -2.22
S -2.78 2.39 -3.98
S -3.70 5.08 -4.82
S -0.25 3.09 -0.58
S -1.79 4.74 -2.57
P 2.25 0.72 -0.93
O -2.15 0.96 0.80
O 0.70 -1.68 3.51
O -1.33 1.43 2.83
N -0.32 -1.25 1.52
N 2.80 -0.89 1.15
C -1.57 -0.88 2.18
C 5.13 2.36 3.73
C 4.04 -1.36 -1.86
C 3.30 1.92 2.20
C 2.77 -0.77 -1.86
C 4.82 1.40 -1.20
C 6.53 1.97 0.35
C -0.75 -4.88 -2.81
C -4.20 -4.29 1.87
C 0.16 -5.32 1.15
C 2.26 4.35 -2.79
C 0.40 -4.45 0.10
C 1.68 1.75 -3.55
C 6.02 2.27 2.69
C -1.55 -2.73 -3.47
C 2.61 -5.43 -0.12
C -1.73 0.65 1.94
C 1.74 4.10 -4.05
C -5.22 -4.41 0.95
C -1.73 2.08 -2.61
C -2.94 -3.87 1.46
C 0.74 -1.63 2.29
C 5.58 2.00 1.38
C -1.78 -3.21 -4.75
C 1.64 -4.54 -0.54
C 6.15 1.73 -0.94
C 2.48 3.30 -1.91
C 2.35 -6.28 0.94
C 3.77 2.22 3.47
C 2.04 -2.44 -3.45
C 4.19 1.75 1.11
C -0.26 -1.26 0.08
C -1.28 3.18 -1.94
C 1.77 -1.35 -2.64
C 3.31 -2.99 -3.47
C -1.03 -3.56 -2.48
C 3.85 1.35 -0.22
C 2.19 1.99 -2.28
C -0.98 -5.36 -4.09
C 1.98 -2.04 1.51
C 4.30 -2.46 -2.66
C -2.69 -3.57 0.13
C -2.81 4.12 -3.84
C -1.50 -4.53 -5.06
C -3.74 -3.67 -0.78
C 1.46 2.80 -4.43
C 1.12 -6.23 1.57
C -4.99 -4.09 -0.37
H 5.47 2.55 4.74
H 7.57 2.16 0.59
H 3.52 -3.84 -4.10
H 0.91 -6.89 2.40
H 3.07 -0.40 2.01
H -6.20 -4.76 1.26
H 2.53 -2.76 2.14
H 3.66 -1.23 0.73
H 1.85 -3.88 -1.38
H -0.35 -5.54 -2.05
H 3.56 -5.47 -0.63
H -5.78 -4.18 -1.10
H 3.11 -6.98 1.27
H -4.36 -4.54 2.91
H -1.77 -1.70 -3.24
H 6.87 1.75 -1.75
H 5.29 -2.90 -2.65
H 4.83 -0.96 -1.24
H -2.16 -3.77 2.20
H 1.06 2.59 -5.41
H -0.76 -6.40 -4.32
H -2.18 -2.55 -5.50
H 2.86 3.51 -0.92
H -0.80 -5.31 1.64
H 1.69 -2.52 0.58
H 7.08 2.41 2.86
H 0.77 -0.94 -2.59
H 1.54 4.92 -4.73
H -1.69 -4.91 -6.05
H 2.49 5.36 -2.48
H -2.41 -1.41 1.72
H 4.54 1.16 -2.22
H -3.56 -3.43 -1.81
H -1.48 -1.10 3.24
H 1.45 0.74 -3.87
H 3.05 2.33 4.26
H 1.25 -2.87 -4.05
```

frontier orbital gap: 5.84 eV
DFT total energy: -189408.2621 eV
HOMO: -0.14898 Ha
lowest unoccupied orbital energy: 0.0656 Eh
charge: -1
multiplicity: 1

Here are the Löwdin charges for atoms 1 to 6, given in e: W 0.67; I 1.41; Ge 1.07; S 0.63; S 0.89; S 0.47

(4)
Here is a structure of composition C47H27Cl4IN6Y in a non-equilibrium geometry from the Open Molecules 2025 dataset. Energies are from ωB97M-V/def2-TZVPD.

Structure (XYZ):
```
86
C47H27Cl4IN6Y | the Open Molecules 2025 dataset | ωB97M-V/def2-TZVPD
I -1.57 -6.08 -2.80
Y 0.04 -0.13 -0.11
Cl 7.18 -4.62 4.30
Cl -6.84 -4.15 4.96
Cl -6.64 3.81 -5.39
Cl 6.86 5.75 -3.70
N -0.17 -2.14 -1.55
N -0.01 1.89 -1.13
N 0.21 -2.20 -2.84
N 2.17 0.48 0.37
N 0.06 -0.93 1.90
N -2.04 0.59 0.43
C 5.62 4.80 -3.07
C 2.52 -1.33 2.15
C -5.49 -3.12 2.89
C -4.19 1.28 0.11
C 1.17 2.36 -1.77
C -3.44 -2.09 4.41
C 3.52 3.22 -1.96
C -3.52 -1.80 3.05
C 2.95 1.37 -0.37
C -5.41 4.06 -2.98
C 3.66 3.37 -3.35
C 5.35 4.84 -1.67
C -0.70 -2.60 3.25
C -5.42 3.52 -4.25
C -0.61 3.04 -3.03
C -5.41 -3.49 4.24
C -2.82 -0.04 1.38
C -0.74 -3.36 -1.27
C -4.57 3.59 -2.01
C -4.22 0.42 1.19
C 3.56 -2.69 4.14
C 5.75 -3.76 3.83
C 5.62 -3.51 2.47
C 0.77 3.00 -3.01
C 0.71 -2.72 3.16
C -0.21 -3.37 -3.45
C -4.55 -2.30 2.24
C 4.32 0.07 0.88
C 4.35 4.07 -1.17
C 2.50 2.36 -1.32
C -4.54 2.49 -4.52
C 4.67 -3.35 4.66
C 1.17 -1.59 2.37
C -0.77 -4.18 -2.41
C -3.54 2.70 -2.32
C 4.70 4.05 -3.90
C -1.06 -1.48 2.51
C -3.54 2.10 -3.60
C 2.96 -0.35 1.15
C -2.43 2.21 -1.42
C 3.57 -2.28 2.75
C 4.34 1.06 -0.09
C -4.39 -2.92 5.03
C 4.55 -2.83 1.89
C -1.07 2.30 -1.87
C -2.43 -1.04 2.30
C -2.78 1.49 -0.28
H 4.79 -3.59 5.74
H -1.22 3.42 -3.91
H 6.07 5.36 -0.98
H -4.99 1.87 -0.34
H -4.66 1.95 -5.46
H 0.15 -3.66 -4.47
H 5.20 -0.17 1.48
H -4.71 -2.10 1.20
H 4.10 4.09 -0.11
H -4.69 3.94 -1.02
H -2.80 1.33 -3.79
H 0.45 -1.35 -3.40
H -6.04 4.91 -2.79
H 5.20 1.52 -0.50
H 1.34 3.46 -3.84
H 3.00 2.68 -3.89
H -5.11 0.06 1.66
H 2.77 -2.32 4.78
H -1.30 -3.45 3.69
H -6.33 -3.53 2.35
H 1.36 -3.47 3.57
H -1.11 -3.64 -0.29
H 6.50 -3.77 1.89
H 4.80 4.09 -4.96
H -2.76 -1.50 5.05
H 4.50 -2.75 0.81
H -4.23 -3.21 6.07
```

frontier orbital gap (spin up / spin down): 5.28 / 5.28 eV
DFT total energy: -117346.3944 eV
HOMO (spin up / spin down): -0.34838 / -0.34833 Ha
lowest unoccupied orbital energy (spin up / spin down): -0.1544 / -0.1544 Eh
charge: +1
multiplicity: 1

Here are the Löwdin charges for atoms 1 to 6, given in e: I 0.89; Y 1.59; Cl 0.69; Cl 0.69; Cl 0.74; Cl 0.73

(5)
Here is a structure of composition C50H41CdN3O2P2Si from the Open Molecules 2025 dataset. Energies are from ωB97M-V/def2-TZVPD.

Structure (XYZ):
```
100
C50H41CdN3O2P2Si | the Open Molecules 2025 dataset | ωB97M-V/def2-TZVPD
Cd 0.00 0.67 -1.76
P -0.93 -1.74 0.95
P -0.85 2.63 0.35
Si 1.53 0.34 0.22
O -1.03 -3.96 -2.75
O -0.41 -1.45 -2.76
N 1.26 -0.78 -4.22
N -0.56 2.68 -3.36
N 0.80 0.44 -3.92
C -2.18 0.12 3.24
C -2.84 5.47 2.61
C -2.07 3.82 1.01
C -1.88 4.58 2.17
C 0.16 -4.17 -3.34
C 0.11 5.08 -4.57
C 0.79 3.92 -4.89
C 2.50 4.60 1.76
C -3.76 -4.40 -0.20
C 0.58 -1.71 -3.54
C -4.24 4.88 0.74
C -2.44 -3.84 2.18
C -1.18 -0.85 3.77
C 0.82 -0.70 5.36
C -4.07 -5.11 0.95
C 1.08 1.46 -4.63
C 2.23 -3.41 -4.32
C -4.02 5.63 1.89
C 0.69 -0.37 2.83
C 3.05 5.12 0.60
C -2.12 -3.12 1.03
C -0.31 -1.58 2.70
C 1.29 4.10 -0.68
C 1.69 -1.55 0.13
C -0.92 5.02 -3.64
C 2.91 -2.09 -0.31
C 1.35 3.82 1.70
C -3.42 -4.82 2.14
C 0.57 -5.49 -3.54
C 0.45 0.66 1.76
C 0.62 -2.45 0.29
C 2.64 -4.72 -4.50
C -2.81 -3.39 -0.15
C 0.31 -2.84 3.24
C 1.98 -4.29 -0.47
C -3.26 3.98 0.31
C 0.72 3.58 0.48
C 0.99 -3.11 -3.74
C 3.26 1.03 0.40
C 0.09 -0.07 4.22
C -1.92 1.17 2.45
C 0.43 2.73 -4.27
C 2.45 4.86 -0.62
C 3.06 -3.43 -0.60
C 1.18 -1.98 5.44
C -1.20 3.80 -3.07
C 1.80 -5.76 -4.11
C 0.76 -3.80 -0.02
C -0.67 1.42 1.72
C 0.93 -3.00 4.41
H -2.60 -2.81 -1.04
H 0.97 3.38 2.60
H -1.48 5.90 -3.36
H 0.83 3.90 -1.64
H -0.09 -6.28 -3.22
H -3.20 0.02 3.61
H -1.94 -3.64 3.12
H 0.27 -3.71 2.60
H 2.88 5.25 -1.54
H 1.72 1.39 -5.51
H 3.76 0.54 1.24
H 0.38 6.02 -5.04
H -4.82 -5.89 0.92
H -3.66 -5.37 3.04
H 3.76 -1.43 -0.43
H -2.67 6.04 3.51
H -3.45 3.38 -0.57
H 2.10 -6.78 -4.25
H -0.97 4.46 2.74
H 1.33 -3.98 4.63
H 2.86 -2.58 -4.62
H -4.77 6.33 2.23
H 2.08 -5.34 -0.72
H -1.99 3.71 -2.32
H -1.08 -2.99 -2.59
H 3.60 -4.93 -4.94
H -0.08 -4.47 0.09
H 2.98 4.78 2.71
H 3.95 5.71 0.64
H -2.75 1.83 2.22
H -5.16 4.99 0.19
H 1.74 -0.68 2.84
H -4.27 -4.61 -1.13
H 1.07 -0.05 6.19
H -1.62 -1.51 4.51
H 1.60 3.92 -5.62
H 4.01 -3.81 -0.96
H -0.09 0.98 4.41
H 3.24 2.10 0.59
H 3.87 0.87 -0.49
H 1.70 -2.31 6.33
```

frontier orbital gap: 7.07 eV
DFT total energy: -92099.1699 eV
HOMO: -0.27087 Ha
lowest unoccupied orbital energy: -0.0112 Eh
multiplicity: 1

Here are the Löwdin charges for atoms 1 to 6, given in e: Cd 1.24; P 1.15; P 0.99; Si 0.54; O 0.04; O -0.17

(6)
Here is an isolated molecule of C11H14IN in a non-equilibrium geometry from the Open Molecules 2025 dataset. Energies are from ωB97M-V/def2-TZVPD.

Structure (XYZ):
```
27
C11H14IN | the Open Molecules 2025 dataset | ωB97M-V/def2-TZVPD
I -3.21 -0.44 -0.07
N 0.90 -1.90 1.68
C 1.76 -2.30 -1.93
C 1.42 -2.67 0.63
C -0.25 -0.03 -1.03
C -1.68 2.04 -1.30
C -1.17 0.91 -0.40
C 0.50 -0.84 -0.24
C 1.35 -1.96 -0.56
C 0.24 -0.83 1.18
C -0.95 1.28 1.05
C 0.06 2.39 1.14
C -0.54 0.07 1.82
H 1.84 -3.36 -1.91
H -0.81 2.54 -1.61
H 0.65 -2.13 2.65
H -0.43 3.23 0.76
H -2.54 2.66 -0.93
H -0.16 0.30 -2.10
H 2.19 -3.33 0.95
H 0.99 2.28 0.55
H -2.10 1.47 -2.23
H -1.92 1.65 1.42
H -0.37 0.05 2.94
H 2.75 -1.89 -2.02
H 1.13 -1.76 -2.62
H 0.36 2.57 2.20
```

frontier orbital gap (spin up / spin down): 6.58 / 6.58 eV
DFT total energy: -21222.7174 eV
SMILES string: Cc1c[nH]c2c1=C[C@@](C)(I)[C@H](C)C=2
HOMO (spin up / spin down): -0.26145 / -0.26147 Ha
lowest unoccupied orbital energy (spin up / spin down): -0.0196 / -0.0196 Eh
multiplicity: 1

Here are the natural (NBO) charges for atoms 1 to 6, given in e: I -0.19; N -0.57; C -0.64; C 0.00; C -0.29; C -0.69